Arrangement P

A 2-piece molecular cluster, C3H6N2O overall, computed with ωB97M-V/def2-TZVPD.

Bonds (Å) are listed after each position.
Atoms and positions in Å:
1 N 0.390 -0.017 2.408  C2 1.229, H5 1.023
2 C 0.560 0.507 1.310  N1 1.229, C3 1.325
3 C 0.953 1.207 0.255  C2 1.325, O4 1.365, H6 1.087
4 O 1.441 0.623 -0.879  C3 1.365, H7 0.993
5 H -0.516 -0.470 2.548  N1 1.023
6 H 0.658 2.252 0.207  C3 1.087
7 H 0.674 0.166 -1.314  O4 0.993
8 C -0.857 -0.694 -1.271  N9 1.277, H10 1.093, H11 1.094
9 N -1.057 -0.672 -0.010  C8 1.277, H12 1.025
10 H -1.312 0.083 -1.889  C8 1.093
11 H -0.346 -1.512 -1.787  C8 1.094
12 H -0.587 -1.474 0.420  N9 1.025

The HOMO energy comes out at -8.61 eV. Its multiplicity is 1. As for the total charge: 0. The SMILES is N=C=CO.C=N.



Arrangement Q

The molecule C3H6N2O, computed with ωB97M-V/def2-TZVPD.

Bonds (Å) are listed after each position.
Atoms and positions in Å:
1 C 0.925 -0.744 -1.122  C2 1.419, H7 1.091, H8 1.084
2 C 0.503 0.037 -0.016  C1 1.419, N3 1.400, C4 1.402
3 N 1.199 0.454 1.124  C2 1.400, H9 1.012, H10 1.008
4 C -0.885 -0.092 -0.170  C2 1.402, N5 1.357, O6 1.294
5 N -1.872 0.574 0.480  C4 1.357, H11 1.006, H12 1.007
6 O -1.117 -0.914 -1.142  C4 1.294
7 H 1.725 -1.479 -1.017  C1 1.091
8 H 0.786 -0.419 -2.147  C1 1.084
9 H 1.074 -0.096 1.964  N3 1.012
10 H 2.136 0.789 0.968  N3 1.008
11 H -1.658 1.448 0.931  N5 1.006
12 H -2.814 0.442 0.148  N5 1.007

The HOMO energy comes out at -7.52 eV. Its multiplicity is 1. As for the total charge: 0. The SMILES is C=C(N)C(N)=O.



Of them, arrangement P has the lowest stability.



Arrangement P

The molecule C3H6N2O, computed with ωB97M-V/def2-TZVPD.

Bonds (Å) are listed after each position.
Atoms and positions in Å:
1 C -1.160 1.112 0.259  N2 1.443, H7 1.090, H8 1.088, H9 1.099
2 N -0.126 0.616 -0.618  C1 1.443, C3 1.592, O6 1.457
3 C 0.047 -0.963 -0.520  N2 1.592, C4 1.496, H10 1.090, H11 1.088
4 C 1.357 -1.030 0.199  C3 1.496, N5 1.263, H12 1.072
5 N 1.900 0.098 0.374  C4 1.263, O6 1.339
6 O 1.157 1.095 -0.121  N2 1.457, N5 1.339
7 H -1.222 2.191 0.113  C1 1.090
8 H -2.104 0.659 -0.039  C1 1.088
9 H -0.968 0.907 1.321  C1 1.099
10 H 0.104 -1.337 -1.542  C3 1.090
11 H -0.787 -1.411 0.017  C3 1.088
12 H 1.802 -1.936 0.557  C4 1.072

The HOMO energy comes out at -8.90 eV. Its multiplicity is 1. As for the total charge: 0. The SMILES is CN1CC=NO1.



Arrangement Q

A 2-piece molecular cluster, C3H6N2O overall, computed with ωB97M-V/def2-TZVPD.

Bonds (Å) are listed after each position.
Atoms and positions in Å:
1 C 0.969 0.097 -1.302  N4 1.416, O6 1.410, H7 1.010, H8 1.084
2 C -0.924 -0.391 -0.497  N5 1.391, O6 1.341, H9 1.043
3 C -0.182 -0.055 1.848  H10 1.055, H11 1.107, H12 1.113
4 N 0.231 1.289 -1.100  C1 1.416, N5 1.285
5 N -0.921 0.995 -0.613  C2 1.391, N4 1.285
6 O 0.144 -1.011 -1.020  C1 1.410, C2 1.341
7 H 1.378 0.054 -2.224  C1 1.010
8 H 1.706 0.118 -0.507  C1 1.084
9 H -1.778 -0.935 -0.245  C2 1.043
10 H 0.813 -0.047 1.499  C3 1.055
11 H -0.700 -1.001 2.098  C3 1.107
12 H -0.737 0.886 2.064  C3 1.113

The HOMO energy (alpha / beta) comes out at -7.92 / -8.53 eV. Its multiplicity is 1. As for the total charge: 0.



Of them, arrangement Q has the lowest stability.



Arrangement P

An isolated ion of composition C4H8NO2 and charge -1, computed with ωB97M-V/def2-TZVPD.

Bonds (Å) are listed after each position.
Atoms and positions in Å:
1 C -1.026 1.326 0.174  C2 1.504, H8 1.098, H9 1.081, H10 1.070
2 C -0.385 0.670 1.367  C1 1.504, O3 1.232, N4 1.328
3 O -0.613 0.990 2.534  C2 1.232
4 N 0.468 -0.317 1.120  C2 1.328, C5 1.454, H11 1.007
5 C 1.037 -0.667 -0.172  N4 1.454, C6 1.535, H12 1.087, H13 1.106
6 C 0.051 -1.092 -1.270  C5 1.535, O7 1.349, H14 1.110, H15 1.120
7 O -0.363 -0.093 -2.075  C6 1.349
8 H -0.219 1.779 -0.416  C1 1.098
9 H -1.456 0.675 -0.575  C1 1.081
10 H -1.655 2.113 0.533  C1 1.070
11 H 1.010 -0.548 1.937  N4 1.007
12 H 1.716 -1.499 0.003  C5 1.087
13 H 1.652 0.157 -0.576  C5 1.106
14 H -0.793 -1.590 -0.750  C6 1.110
15 H 0.576 -1.905 -1.834  C6 1.120

The HOMO energy comes out at -2.63 eV. Its multiplicity is 1. As for the total charge: -1. The SMILES is CC(=O)NCC[O-].



Arrangement Q

An isolated ion of composition C4H8NO2 and charge -1, computed with ωB97M-V/def2-TZVPD.

Bonds (Å) are listed after each position.
Atoms and positions in Å:
1 O -0.050 -0.161 3.337  C2 1.212
2 C -0.469 -0.505 2.253  O1 1.212, C3 1.453, H8 1.147
3 C 0.108 -0.204 0.954  C2 1.453, C4 1.535, H9 1.111, H10 1.131
4 C -0.953 0.101 -0.113  C3 1.535, N5 1.545, H11 1.095, H12 1.097
5 N -0.444 0.090 -1.572  C4 1.545, C6 1.501, H13 1.038
6 C 1.044 0.269 -1.660  N5 1.501, O7 1.376, H14 1.102, H15 1.110
7 O 1.649 1.211 -0.859  C6 1.376
8 H -1.402 -1.172 2.233  C2 1.147
9 H 0.705 -1.089 0.646  C3 1.111
10 H 1.001 0.484 0.855  C3 1.131
11 H -1.645 -0.736 0.028  C4 1.095
12 H -1.440 1.064 0.079  C4 1.097
13 H -0.863 0.940 -1.995  N5 1.038
14 H 1.345 0.473 -2.701  C6 1.102
15 H 1.412 -0.764 -1.485  C6 1.110

The HOMO energy comes out at -2.65 eV. Its multiplicity is 1. As for the total charge: -1. The SMILES is O=CCCNC[O-].



Of them, arrangement Q has the lowest stability.



Arrangement P

A 2-piece molecular cluster, C3H11NOS overall, computed with ωB97M-V/def2-TZVPD.

Bonds (Å) are listed after each position.
Atoms and positions in Å:
1 N -1.445 2.477 -0.235  C2 1.458, H6 1.020, H7 1.017
2 C -0.624 1.421 -0.814  N1 1.458, C3 1.549, H8 1.094, H9 1.098
3 C 0.515 1.012 0.154  C2 1.549, C4 1.509, H10 1.097, H11 1.095
4 C 1.170 -0.289 -0.244  C3 1.509, S5 1.838, H12 1.100, H13 1.108
5 S 2.497 -0.996 0.812  C4 1.838, H14 1.350
6 H -1.743 2.190 0.697  N1 1.020
7 H -2.355 2.483 -0.687  N1 1.017
8 H -1.189 0.572 -1.212  C2 1.094
9 H -0.055 1.777 -1.684  C2 1.098
10 H 1.033 1.975 0.234  C3 1.097
11 H 0.101 0.896 1.160  C3 1.095
12 H 1.429 -0.234 -1.312  C4 1.100
13 H 0.459 -1.130 -0.366  C4 1.108
14 H 2.824 -2.180 0.254  S5 1.350
15 O -0.991 -3.092 0.818  H16 0.944, H17 0.970
16 H -0.440 -2.842 1.543  O15 0.944
17 H -1.185 -4.040 0.883  O15 0.970

The HOMO energy comes out at -8.95 eV. Its multiplicity is 1. As for the total charge: 0. The SMILES is NCCCS.O.



Arrangement Q

A 2-piece molecular cluster, C3H11NOS overall, computed with ωB97M-V/def2-TZVPD.

Bonds (Å) are listed after each position.
Atoms and positions in Å:
1 C -0.605 1.904 -0.945  N2 1.475, H6 1.098, H7 1.090, H8 1.104
2 N 0.182 0.751 -0.470  C1 1.475, C3 1.468, H9 1.014
3 C -0.597 -0.486 -0.340  N2 1.468, C4 1.515, H10 1.095, H11 1.105
4 C 0.338 -1.628 0.002  C3 1.515, S5 1.855, H12 1.092, H13 1.083
5 S -0.477 -3.290 0.126  C4 1.855, H14 1.347
6 H -0.684 1.933 -2.039  C1 1.098
7 H -0.151 2.800 -0.520  C1 1.090
8 H -1.644 1.774 -0.593  C1 1.104
9 H 0.913 0.654 -1.165  N2 1.014
10 H -1.457 -0.422 0.333  C3 1.095
11 H -1.057 -0.621 -1.335  C3 1.105
12 H 1.127 -1.730 -0.745  C4 1.092
13 H 0.751 -1.457 0.989  C4 1.083
14 H -0.803 -3.154 1.426  S5 1.347
15 O 1.223 1.241 2.000  H16 0.950, H17 0.989
16 H 2.068 0.828 2.134  O15 0.950
17 H 0.872 0.901 1.141  O15 0.989

The HOMO energy comes out at -9.36 eV. Its multiplicity is 1. As for the total charge: 0. The SMILES is CNCCS.O.



Of them, arrangement P has the lowest stability.